DFT (ωB97M-V/def2-TZVPD) results for a structure of composition CHI3S in a non-equilibrium geometry.

Structure (XYZ):
```
6
CHI3S | the Open Molecules 2025 dataset | ωB97M-V/def2-TZVPD
C -0.462 -0.126 0.117
S 1.033 -0.115 -1.476
I -2.464 0.013 -0.770
I -0.222 -1.601 1.642
I 2.582 1.023 -0.169
H -0.467 0.806 0.656
```

Values from the calculation:
maximum force	3.578	eV Å⁻¹
HOMO-LUMO gap	7.9407	eV
total charge	0
LUMO	-1.10	eV
E_tot	-36189.094	eV
relative energy (zero: lowest compared OMol25 entry of this formula, charge and spin)	16.97	kcal per mole

DFT (ωB97M-V/def2-TZVPD) results for an isolated molecule of C6H15NO in a non-equilibrium geometry.

Structure (XYZ):
```
23
C6H15NO | the Open Molecules 2025 dataset | ωB97M-V/def2-TZVPD
C -2.702 -0.328 0.802
C -1.401 -0.054 -0.209
C -0.131 -0.129 0.580
C -0.013 0.967 1.644
C 1.177 -0.055 -0.536
C 0.912 -0.554 -1.953
N 2.249 -0.834 0.035
O 1.632 1.282 -0.578
H -3.172 -1.264 0.488
H -2.448 -0.420 1.858
H -3.420 0.487 0.681
H -1.476 -0.840 -0.964
H -1.543 0.924 -0.674
H -0.069 -1.114 1.056
H -0.272 1.947 1.229
H -0.672 0.781 2.495
H 1.007 1.027 2.036
H 1.830 -0.534 -2.557
H 0.220 0.113 -2.480
H 0.523 -1.575 -1.963
H 3.074 -0.827 -0.558
H 2.516 -0.433 0.929
H 2.179 1.434 -1.362
```

Values from the calculation:
maximum force	3.290	eV Å⁻¹
HOMO-LUMO gap	10.0932	eV
total charge	0
LUMO	0.87	eV
E_tot	-10002.466	eV
relative energy (zero: lowest compared OMol25 entry of this formula, charge and spin)	29.78	kcal per mole

DFT (ωB97M-V/def2-TZVPD) results for a cluster of 7 separate species, C19H49ClFNO7PS6 in total in a non-equilibrium geometry.

Structure (XYZ):
```
85
C19H49ClFNO7PS6 | the Open Molecules 2025 dataset | ωB97M-V/def2-TZVPD
C 6.488 -1.964 1.591
C 4.988 -1.978 1.356
F 4.471 -3.223 1.735
C 4.280 -0.889 2.150
C 2.781 -1.112 2.454
C 1.988 0.226 2.532
C 1.871 0.537 1.034
N 1.498 -0.834 0.574
C 1.974 -1.748 1.342
P 1.692 -3.586 1.270
O 0.988 -3.637 -0.205
Cl 0.094 -3.515 2.576
H 6.997 -2.435 0.759
H 6.860 -0.954 1.736
H 6.680 -2.569 2.481
H 4.795 -1.834 0.288
H 4.428 0.053 1.622
H 4.773 -0.775 3.118
H 2.690 -1.753 3.333
H 0.989 -0.063 2.858
H 2.425 1.000 3.154
H 2.767 0.890 0.534
H 1.034 1.207 0.842
H 0.914 -1.013 -0.235
H 1.046 -4.556 -0.506
C -2.250 -1.114 1.277
S -2.909 0.520 0.975
O -1.869 1.486 1.438
C -4.200 0.454 2.214
H -1.387 -1.240 0.621
H -1.937 -1.196 2.319
H -3.002 -1.871 1.037
H -3.756 0.276 3.194
H -4.899 -0.344 1.962
H -4.721 1.409 2.209
C 8.180 0.495 -2.993
S 8.768 -0.932 -2.076
O 7.892 -1.060 -0.872
C 10.302 -0.190 -1.515
H 7.198 0.251 -3.392
H 8.108 1.352 -2.323
H 8.866 0.704 -3.813
H 10.080 0.714 -0.948
H 10.927 0.039 -2.378
H 10.805 -0.914 -0.880
C -2.000 -4.230 -0.942
S -3.795 -4.221 -0.800
O -4.093 -3.489 0.464
C -3.980 -5.970 -0.447
H -1.676 -3.206 -1.107
H -1.575 -4.610 -0.013
H -1.705 -4.850 -1.789
H -3.404 -6.224 0.442
H -3.643 -6.548 -1.308
H -5.036 -6.159 -0.271
C -5.991 6.304 2.660
S -5.529 4.573 2.535
O -6.414 3.943 1.518
C -6.165 4.098 4.148
H -5.721 6.785 1.723
H -7.066 6.381 2.822
H -5.442 6.764 3.481
H -7.229 4.329 4.201
H -5.616 4.632 4.924
H -6.013 3.027 4.264
C 1.439 1.340 -3.969
S 0.728 2.467 -2.765
O 1.650 2.508 -1.595
C -0.628 1.404 -2.281
H 2.340 1.806 -4.364
H 1.692 0.397 -3.483
H 0.726 1.180 -4.777
H -0.231 0.454 -1.916
H -1.284 1.241 -3.136
H -1.172 1.911 -1.484
C -6.379 2.594 -3.334
S -4.598 2.724 -3.151
O -4.008 2.734 -4.517
C -4.341 1.062 -2.521
H -6.731 3.526 -3.772
H -6.615 1.761 -3.996
H -6.832 2.456 -2.353
H -4.710 0.336 -3.247
H -4.851 0.943 -1.566
H -3.274 0.932 -2.375
```

Values from the calculation:
maximum force	1.489	eV Å⁻¹
HOMO-LUMO gap	6.5088	eV
total charge	+1
LUMO	-3.88	eV
E_tot	-125851.061	eV

DFT (ωB97M-V/def2-TZVPD) results for a structure of composition C41H42F2GeN3O2Tl in a non-equilibrium geometry.

Structure (XYZ):
```
92
C41H42F2GeN3O2Tl | the Open Molecules 2025 dataset | ωB97M-V/def2-TZVPD
Tl -1.141 -0.260 1.067
C -1.566 -0.158 4.419
N -0.539 -0.917 3.710
C -0.634 -2.332 4.084
C -0.210 -3.309 2.985
C -1.300 -3.616 1.953
N -2.256 -2.537 1.786
C -3.368 -2.854 1.250
C -4.467 -1.989 0.908
C -5.543 -2.557 0.218
C -6.643 -1.823 -0.168
C -6.680 -0.460 0.155
C -5.634 0.134 0.815
C -4.462 -0.588 1.212
O -3.524 -0.003 1.846
C 0.767 -0.322 3.977
C 1.955 -0.837 3.158
C 1.874 -0.576 1.648
N 0.913 -1.395 0.952
C 0.986 -1.124 -0.478
C 0.324 -2.219 -1.297
C 1.130 -3.086 -2.017
C 0.618 -4.049 -2.884
C -0.760 -4.127 -3.037
C -1.591 -3.280 -2.329
C -1.098 -2.290 -1.435
O -1.937 -1.495 -0.854
H -1.490 -0.297 5.514
H -2.549 -0.468 4.067
H -1.460 0.901 4.193
H -1.676 -2.525 4.349
H -0.024 -2.514 4.989
H 0.117 -4.247 3.446
H 0.607 -2.871 2.419
H -1.827 -4.550 2.210
H -0.804 -3.778 0.988
H -3.548 -3.916 1.009
H -5.492 -3.614 -0.030
H -7.456 -2.283 -0.719
H -7.547 0.129 -0.128
H -5.659 1.193 1.047
H 1.019 -0.447 5.052
H 0.675 0.750 3.782
H 2.114 -1.902 3.343
H 2.839 -0.307 3.531
H 2.882 -0.755 1.225
H 1.673 0.509 1.499
H 2.058 -1.115 -0.750
H 2.209 -2.993 -1.916
H 1.283 -4.695 -3.447
H -1.187 -4.843 -3.735
H -2.667 -3.311 -2.469
F -0.936 2.926 0.661
C -1.359 2.150 1.730
F -0.624 2.643 2.821
H -2.400 2.426 1.927
C 0.357 0.235 -0.853
Ge 1.537 1.684 -1.376
C 0.716 2.390 -3.040
C 1.255 2.228 -4.314
C 0.523 2.548 -5.450
C -0.768 3.041 -5.333
C -1.322 3.208 -4.070
C -0.590 2.879 -2.941
C 3.352 0.985 -1.850
C 4.530 1.433 -1.259
C 5.748 0.815 -1.516
C 5.805 -0.283 -2.362
C 4.640 -0.749 -2.956
C 3.430 -0.121 -2.700
C 1.887 3.293 -0.253
C 1.516 4.561 -0.697
C 1.728 5.687 0.084
C 2.322 5.568 1.332
C 2.703 4.315 1.788
C 2.487 3.193 1.002
H -0.305 0.124 -1.713
H 2.261 1.833 -4.418
H 0.955 2.405 -6.435
H -1.342 3.285 -6.219
H -2.335 3.581 -3.974
H -1.037 2.979 -1.956
H 4.493 2.277 -0.578
H 6.654 1.186 -1.049
H 6.750 -0.784 -2.544
H 4.671 -1.615 -3.608
H 2.520 -0.511 -3.146
H 1.045 4.664 -1.667
H 1.422 6.663 -0.277
H 2.476 6.445 1.951
H 3.160 4.211 2.766
H 2.774 2.218 1.379
```

Values from the calculation:
maximum force	1.096	eV Å⁻¹
HOMO-LUMO gap	5.4992	eV
total charge	-2
LUMO	4.49	eV
E_tot	-118405.651	eV

DFT (ωB97M-V/def2-TZVPD) results for a structure of composition C21H32IrN4O2Sb2 in a non-equilibrium geometry.

Structure (XYZ):
```
62
C21H32IrN4O2Sb2 | the Open Molecules 2025 dataset | ωB97M-V/def2-TZVPD
Ir -1.403 0.325 0.516
C -5.325 3.524 0.504
O -5.460 2.085 0.427
C -4.396 1.350 0.457
O -3.233 1.768 0.525
N -4.675 0.028 0.393
N -3.626 -0.883 0.520
H -6.337 3.909 0.463
H -4.743 3.893 -0.337
H -4.853 3.804 1.443
H -5.637 -0.283 0.384
H -3.710 -1.582 -0.214
H -3.697 -1.359 1.418
C 2.432 0.435 -0.645
Sb 3.768 0.480 1.079
C 2.241 0.326 2.626
C 4.353 -1.776 1.166
C 3.880 -2.458 -0.002
C 4.782 -2.484 -1.105
C 4.567 -3.275 -2.196
C 3.422 -4.083 -2.238
C 2.495 -4.038 -1.204
C 2.640 -3.204 -0.101
C 1.556 -3.242 0.914
Sb -0.441 -2.283 0.480
C -0.941 -3.357 -1.295
C -1.401 -3.510 1.944
H 2.883 0.974 -1.475
H 1.491 0.911 -0.376
H 2.259 -0.594 -0.954
H 2.551 0.907 3.493
H 2.122 -0.710 2.938
H 1.297 0.713 2.246
H 3.947 -2.070 2.130
H 5.433 -1.677 1.197
H 5.692 -1.900 -1.036
H 5.288 -3.304 -3.002
H 3.261 -4.742 -3.081
H 1.635 -4.697 -1.244
H 1.857 -2.886 1.895
H 1.166 -4.256 0.995
H -1.066 -4.411 -1.053
H -0.153 -3.239 -2.037
H -1.869 -2.975 -1.716
H -1.123 -4.546 1.760
H -2.485 -3.431 1.891
H -1.074 -3.225 2.942
N -0.289 4.449 1.176
C -0.398 3.182 1.581
N -0.612 2.359 0.565
C -0.687 3.154 -0.575
C -0.944 2.819 -1.903
C -0.966 3.848 -2.822
C -0.728 5.176 -2.440
C -0.477 5.520 -1.125
C -0.468 4.484 -0.199
H -0.115 5.247 1.769
H -0.330 2.884 2.615
H -1.143 1.790 -2.186
H -1.168 3.636 -3.863
H -0.750 5.953 -3.191
H -0.296 6.547 -0.837
```

Values from the calculation:
maximum force	1.024	eV Å⁻¹
HOMO-LUMO gap (spin up / spin down)	8.1470 / 5.3145	eV
2S+1	5
total charge	+3
LUMO (spin up / spin down)	-8.41 / -11.25	eV
E_tot	-48236.165	eV
relative energy (zero: lowest compared OMol25 entry of this formula, charge and spin)	6.25	kcal per mole

DFT (ωB97M-V/def2-TZVPD) results for a structure of composition C23H25GeN2O4PtSe.

Structure (XYZ):
```
57
C23H25GeN2O4PtSe | the Open Molecules 2025 dataset | ωB97M-V/def2-TZVPD
Pt 0.473 -2.688 2.954
C 1.270 -6.203 -1.892
O 2.242 -5.549 -1.087
C 1.698 -4.694 -0.161
O 0.517 -4.528 -0.027
N 2.712 -4.048 0.467
N 2.445 -3.169 1.515
H 1.828 -6.808 -2.602
H 0.649 -5.479 -2.419
H 0.624 -6.838 -1.285
H 3.652 -4.336 0.258
H 2.623 -2.199 1.255
H 3.002 -3.405 2.327
O 2.672 -0.310 2.033
C 1.440 -0.304 2.117
O 0.652 -1.107 1.474
C 0.745 0.799 2.904
C 0.589 2.023 2.001
Ge -0.370 1.707 0.311
C -0.547 3.437 -0.603
C -0.924 3.461 -1.946
C -1.062 4.659 -2.633
C -0.817 5.862 -1.984
C -0.436 5.858 -0.652
C -0.305 4.653 0.029
C 0.606 0.553 -0.927
C 1.942 0.827 -1.208
C 2.677 0.014 -2.058
C 2.077 -1.089 -2.649
C 0.746 -1.373 -2.382
C 0.020 -0.556 -1.528
C -2.178 1.031 0.639
C -2.376 -0.227 1.215
C -3.658 -0.695 1.469
C -4.763 0.083 1.152
C -4.582 1.334 0.580
C -3.298 1.800 0.329
H 1.353 1.038 3.778
H -0.227 0.448 3.254
H 1.567 2.461 1.785
H 0.011 2.795 2.522
H -1.103 2.528 -2.471
H -1.355 4.652 -3.676
H -0.919 6.799 -2.519
H -0.238 6.792 -0.140
H -0.005 4.669 1.070
H 2.435 1.672 -0.738
H 3.721 0.233 -2.249
H 2.650 -1.734 -3.305
H 0.278 -2.246 -2.820
H -1.008 -0.816 -1.299
H -1.520 -0.844 1.466
H -3.786 -1.671 1.920
H -5.762 -0.285 1.351
H -5.438 1.950 0.330
H -3.175 2.780 -0.120
Se -0.067 -3.716 4.879
```

Values from the calculation:
maximum force	0.557	eV Å⁻¹
HOMO-LUMO gap (spin up / spin down)	6.6961 / 6.6896	eV
2S+1	3
total charge	-1
LUMO (spin up / spin down)	2.67 / 2.38	eV
E_tot	-160537.248	eV